This record from the Open Molecules 2025 dataset describes 2 unconnected molecules or ions with the total composition C10H12FIO2. The level of theory is wB97M-V/def2-TZVPD.

XYZ file:
```
26
Properties=species:S:1:pos:R:3:forces:R:3:lowdin_charge:R:1
C 1.41921 -1.43846 -2.80716 0.08 0.07 -0.05 -0.083
C 0.28739 -1.98913 -2.22218 -0.03 -0.04 -0.03 -0.077
C 2.01747 -0.32454 -2.24018 0.02 -0.12 -0.19 -0.073
C -0.24067 -1.43451 -1.07609 0.03 0.15 0.23 -0.032
C 1.50338 0.23773 -1.08914 -0.22 -0.08 0.34 -0.044
C 0.36875 -0.31880 -0.48576 0.49 -0.32 -0.35 -0.188
C -0.10410 2.00135 2.32053 -0.37 0.17 0.38 -0.053
C -0.43242 -1.48585 2.22540 0.19 -0.22 0.21 -0.036
C -1.91283 1.56292 -0.53011 2.06 -1.43 1.17 -0.656
C -0.19459 0.27984 0.70153 -2.50 2.16 -0.97 -0.377
O 0.46018 1.34105 1.19883 0.41 -1.02 -0.11 -0.136
O -1.03925 -0.40601 1.51577 0.36 0.25 -0.29 -0.094
F -2.89049 1.94065 0.31462 -0.38 0.24 0.20 -0.121
I -0.69909 3.15992 -1.17989 -0.26 0.13 -0.17 0.838
H 1.82829 -1.87359 -3.70670 0.04 -0.03 -0.07 0.101
H -0.18652 -2.85181 -2.66808 -0.04 -0.04 -0.03 0.104
H 2.89286 0.10934 -2.69863 0.09 0.04 -0.05 0.105
H -1.13963 -1.83994 -0.63398 -0.05 -0.04 0.04 0.122
H 1.97505 1.09449 -0.63686 0.03 0.08 0.03 0.104
H -1.17783 1.81355 2.38756 0.15 0.09 -0.05 0.097
H 0.07968 3.06589 2.18702 0.01 -0.08 -0.03 0.087
H 0.38499 1.65899 3.23482 -0.03 -0.02 -0.04 0.096
H -0.02762 -2.23014 1.53466 -0.04 0.04 0.06 0.090
H -1.22576 -1.92439 2.82630 0.07 -0.02 -0.01 0.099
H 0.36979 -1.12668 2.87808 -0.07 -0.01 -0.03 0.099
H -2.31625 0.97813 -1.35038 -0.04 0.05 -0.20 0.028
```
Positions in Å, forces in eV/Å.

Calculated values
**Orbital gap (spin up / spin down)**: 7.2251 / 7.0720 eV
**Max |F|**: 3.44 eV/A
**DFT total energy**: -25474.284 eV
**ΔE to the lowest compared entry with this formula, charge and spin**: 22.1 kcal per mole

This record from the Open Molecules 2025 dataset describes a molecular structure, C10H12InN4O2S. The level of theory is wB97M-V/def2-TZVPD.

XYZ file:
```
30
Properties=species:S:1:pos:R:3:forces:R:3:lowdin_charge:R:1
In 0.59136 -0.50826 -0.20483 0.31 0.48 -0.67 0.886
N 4.07801 2.06288 0.01608 -0.09 -0.09 -0.02 0.089
C 2.84920 1.55219 -0.19922 0.11 0.04 0.02 -0.805
S 2.85613 -0.09419 -0.89505 0.10 -0.09 0.14 0.679
N 1.82156 2.26719 0.11974 -0.17 -0.09 -0.12 0.012
N 0.60756 1.65952 -0.13104 0.09 0.04 0.63 -0.132
C -0.45072 2.39238 -0.06346 0.00 0.09 -0.22 -0.029
C -1.79432 1.93585 -0.29471 0.04 0.13 0.16 -0.144
C -2.81056 2.90389 -0.17165 0.01 0.00 0.07 -0.029
C -4.13546 2.57714 -0.31428 -0.01 -0.03 0.00 -0.069
C -4.47695 1.24252 -0.54686 0.00 0.01 0.05 -0.047
C -3.50410 0.27377 -0.66971 -0.10 0.00 -0.15 -0.002
C -2.15108 0.60704 -0.60191 0.17 -0.24 -0.17 -0.312
O -1.26694 -0.36622 -0.87960 -0.43 -0.15 0.27 -0.165
H 4.90304 1.56622 -0.26069 0.03 -0.01 0.00 0.090
H 4.15464 2.99688 0.38196 0.00 0.03 -0.05 0.116
H -0.30131 3.44637 0.16324 0.00 0.01 -0.06 0.144
H -2.52259 3.92554 0.04588 0.00 0.00 -0.01 0.119
H -4.90120 3.33521 -0.23506 0.00 0.00 0.02 0.111
H -5.51882 0.96233 -0.63234 0.00 -0.01 0.00 0.115
H -3.75985 -0.76053 -0.85617 -0.01 0.02 -0.05 0.124
C 2.73780 -3.28719 0.81254 -0.02 0.02 -0.02 0.010
C 1.26805 -3.46837 0.61584 -0.13 -0.05 0.11 -0.491
N 0.77929 -4.69317 0.60565 0.02 0.00 -0.01 0.237
O 0.46034 -2.50976 0.46558 0.09 -0.14 0.06 -0.073
H 3.19652 -4.17202 1.24729 0.00 0.00 -0.01 0.098
H 2.92305 -2.42606 1.45003 0.00 0.01 0.00 0.093
H 3.20477 -3.09109 -0.15410 -0.01 0.02 -0.01 0.094
H 1.37139 -5.49642 0.73209 0.00 -0.01 0.02 0.137
H -0.20883 -4.83364 0.45479 0.00 0.01 0.00 0.147
```
Positions in Å, forces in eV/Å.

Calculated values
**Charge**: +1
**Orbital gap**: 7.5441 eV
**Max |F|**: 0.88 eV/A
**DFT total energy**: -36624.551 eV

This record from the Open Molecules 2025 dataset describes a single C10H12N2 molecule. The level of theory is wB97M-V/def2-TZVPD.

XYZ file:
```
24
Properties=species:S:1:pos:R:3:forces:R:3:lowdin_charge:R:1
C -2.91327 -1.37803 -0.00482 -2.28 -2.42 -0.66 -0.092
C -1.60304 -0.73240 0.07800 2.73 -3.22 -1.95 -0.285
C -0.55492 -1.72290 -0.06810 -2.22 -1.48 -0.05 0.021
C 0.75344 -1.33936 -0.00874 1.81 -0.39 0.61 -0.214
N 1.98184 -2.09203 0.09859 -1.09 0.52 -0.48 0.118
C 2.90526 -1.17864 0.13702 -3.03 -0.08 -0.26 -0.175
N 2.47303 0.09550 0.10752 -1.60 0.07 0.00 -0.079
C 3.31616 1.22834 -0.07117 0.64 1.19 1.78 -0.048
C 1.03070 0.04313 0.01902 2.79 -1.10 0.36 -0.153
C 0.07619 1.00402 0.00080 0.50 2.42 -1.39 -0.003
C -1.24837 0.57410 -0.03625 -2.33 2.85 1.64 -0.258
C -2.38893 1.63472 0.14465 -0.46 3.17 -0.97 -0.078
H -2.66031 -2.56583 0.09946 -1.41 2.96 -0.29 0.109
H -3.55791 -1.20922 -0.97523 1.51 -0.22 1.64 0.117
H -3.58433 -1.09857 0.81664 0.09 -0.12 -0.05 0.069
H -0.96399 -2.81903 -0.27601 1.67 2.35 0.77 0.143
H 3.91357 -1.31005 0.09841 2.69 -0.84 0.19 0.101
H 4.35573 1.04765 -0.32258 0.03 -0.98 -0.12 0.086
H 3.43435 1.86969 0.86317 -0.73 -0.52 -1.15 0.115
H 2.92655 1.73688 -0.90614 -0.43 1.38 -0.78 0.073
H 0.40979 2.08856 -0.23339 -0.97 -1.77 0.88 0.147
H -1.95611 2.69832 -0.24869 -0.76 -2.28 1.40 0.098
H -3.32195 1.62880 -0.55367 1.59 -0.93 1.15 0.082
H -2.82348 1.79634 1.24152 1.26 -0.56 -2.27 0.107
```
Positions in Å, forces in eV/Å.

Calculated values
**Structure (SMILES)**: Cc1cc2ncn(C)c2cc1C
**Orbital gap**: 9.0809 eV
**Max |F|**: 4.65 eV/A
**DFT total energy**: -13543.068 eV
**ΔE to the lowest compared entry with this formula, charge and spin**: 40.0 kcal per mole

This record from the Open Molecules 2025 dataset describes a single C10H12N2 molecule. The level of theory is wB97M-V/def2-TZVPD.

XYZ file:
```
24
Properties=species:S:1:pos:R:3:forces:R:3:lowdin_charge:R:1
C -2.60170 -1.12955 0.89150 -1.67 -0.96 4.02 -0.082
C -1.11210 -0.71173 0.94257 -1.52 -0.70 -1.72 -0.586
C -0.60167 0.45803 1.78929 0.53 3.22 0.04 -0.051
C -0.34619 -1.94200 1.34272 3.88 -7.61 4.41 -0.137
N 0.14155 -2.97547 1.88657 -3.78 8.21 -4.57 0.134
N -1.16314 -0.47062 -0.53030 2.87 0.46 -1.62 0.000
C 0.06639 0.36781 -0.90856 -6.47 -0.85 2.82 -0.317
C 0.39636 1.66480 -0.63294 0.04 2.10 -2.24 -0.100
C 1.66196 1.97554 -1.23617 -2.17 5.61 3.74 -0.095
C 2.74164 1.23336 -1.76301 -1.24 0.75 0.47 -0.070
C 2.28027 -0.06099 -1.78813 2.07 -2.76 0.78 -0.094
C 0.99481 -0.40009 -1.30086 5.10 -6.94 -5.35 -0.128
H -2.49141 -1.96351 1.66650 -1.98 1.16 -0.01 0.076
H -3.31939 -0.17592 1.17281 1.75 -2.85 -0.76 0.147
H -2.93960 -1.75725 -0.00199 0.68 1.60 0.90 0.095
H 0.51806 0.47518 1.91093 -0.63 0.08 -1.74 0.103
H -0.61775 0.56086 2.87852 -1.89 -1.14 0.21 0.079
H -1.01397 1.53556 1.41653 1.08 -2.83 0.70 0.129
H -1.17593 -1.55148 -1.00098 0.52 4.27 1.38 0.193
H -0.25242 2.64458 -0.34221 1.22 -3.20 -0.44 0.155
H 1.41001 3.05867 -0.77015 3.52 -1.00 -2.36 0.126
H 3.75968 1.62488 -2.07785 -1.69 -0.57 0.52 0.128
H 3.00504 -0.96614 -1.90465 -1.38 1.76 -0.45 0.138
H 0.65951 -1.49453 -1.64016 1.15 2.18 1.26 0.157
```
Positions in Å, forces in eV/Å.

Calculated values
**Structure (SMILES)**: CC(C)(C#N)Nc1ccccc1
**Orbital gap**: 9.8829 eV
**Max |F|**: 10.14 eV/A
**DFT total energy**: -13536.894 eV
**ΔE to the lowest compared entry with this formula, charge and spin**: 182.4 kcal per mole